[1]
{"formula": "H10O5", "method": "wB97M-V/def2-TZVPD", "elements": ["O", "H", "H", "O", "H", "H", "O", "H", "H", "O", "H", "H", "O", "H", "H"], "xyz": [[22.0999, -27.2125, 1.5037], [22.4698, -27.3318, 0.6290], [22.2628, -26.2920, 1.7097], [24.1478, -27.6065, -3.6264], [23.3337, -27.7768, -4.1003], [24.6503, -27.0375, -4.2095], [23.6278, -28.0355, -1.1209], [24.4290, -28.3896, -0.7350], [23.8109, -27.9951, -2.0595], [26.0795, -29.2818, -4.5735], [25.7089, -28.7250, -3.8888], [25.5243, -29.1248, -5.3372], [21.3412, -26.8153, -1.3708], [20.9598, -26.8054, -0.4929], [22.1224, -27.3620, -1.2869]], "forces_ev_per_a": [[-0.8, -0.1, -0.5], [1.0, -0.4, 0.0], [0.2, 0.6, 0.5], [-0.6, 0.2, 0.1], [-0.3, -0.2, -0.4], [0.3, 0.5, -0.1], [-1.1, 0.1, 1.0], [0.3, -0.2, 0.5], [0.6, 0.3, -1.3], [0.5, -0.2, 0.0], [0.0, -0.2, 0.0], [-0.1, -0.1, -0.3], [-0.9, 1.4, -1.0], [-1.2, -0.1, 1.3], [2.0, -1.6, 0.0]], "mulliken_spin": [0.219, -0.012, -0.004, 0.000, 0.000, 0.000, 0.099, -0.004, -0.003, 0.000, 0.000, 0.000, 0.737, -0.016, -0.016], "e_lumo_ev": [-3.9, -11.7], "gap_ev": [10.4, 2.6], "charge": 1, "homo_ev": [-14.27, -14.27], "multiplicity": 2}

[2]
{"formula": "C19H61N3O10", "method": "wB97M-V/def2-TZVPD", "elements": ["C", "O", "C", "C", "C", "N", "H", "H", "H", "H", "H", "H", "H", "H", "H", "H", "H", "C", "O", "C", "C", "C", "N", "H", "H", "H", "H", "H", "H", "H", "H", "H", "H", "H", "C", "O", "C", "C", "C", "N", "H", "H", "H", "H", "H", "H", "H", "H", "H", "H", "H", "C", "O", "H", "H", "H", "H", "C", "O", "H", "H", "H", "H", "C", "O", "H", "H", "H", "H", "C", "O", "H", "H", "H", "H", "C", "O", "H", "H", "H", "H", "C", "O", "H", "H", "H", "H", "C", "O", "H", "H", "H", "H"], "xyz": [[-1.9193, 2.0004, -0.0686], [-2.2929, 0.6365, -0.0472], [-1.2811, -0.2619, 0.4918], [0.1461, -0.3222, -0.2268], [0.1104, -0.6371, -1.7067], [0.9945, -1.3327, 0.3898], [-1.8753, 2.5409, 0.8769], [-2.6275, 2.5002, -0.7294], [-0.9477, 2.0682, -0.5581], [-1.0548, 0.0233, 1.5192], [-1.6105, -1.2894, 0.3375], [0.6770, 0.6171, -0.0724], [-0.3460, 0.2004, -2.2343], [-0.4763, -1.5358, -1.8970], [1.0329, -0.7904, -2.2666], [0.4903, -2.2064, 0.3393], [1.8240, -1.5265, -0.1529], [1.2546, 3.4051, 2.7771], [1.4230, 2.7145, 4.0201], [0.6149, 1.4624, 3.9662], [0.6093, 0.5946, 5.2499], [0.1691, -0.8152, 4.9679], [-0.4499, 1.1952, 6.0888], [1.6487, 4.4115, 2.9189], [0.1990, 3.4045, 2.5054], [1.9523, 2.9202, 2.0944], [-0.3958, 1.5971, 3.5810], [1.0937, 0.9430, 3.1361], [1.5957, 0.6182, 5.7130], [-0.9136, -0.8866, 4.8647], [0.3596, -1.4722, 5.8165], [0.7147, -1.1655, 4.0918], [-0.7544, 0.5170, 6.7724], [-0.1641, 2.0550, 6.5350], [4.3085, -0.7079, -1.4305], [4.0044, -1.9163, -2.0875], [4.3264, -1.7141, -3.4537], [4.0455, -2.9403, -4.3655], [2.6441, -3.4733, -4.2184], [4.9069, -3.9877, -4.0205], [3.8016, 0.0870, -1.9777], [5.3545, -0.4016, -1.4406], [4.0741, -0.6274, -0.3690], [3.6331, -0.9760, -3.8570], [5.3499, -1.3402, -3.4838], [4.1919, -2.6951, -5.4174], [2.3122, -3.8509, -3.2513], [2.5076, -4.2419, -4.9792], [1.9969, -2.6867, -4.6063], [4.6391, -4.8798, -4.4111], [4.7317, -4.2044, -3.0497], [-4.7424, 3.3321, -3.3516], [-3.4946, 3.8360, -2.9121], [-5.0220, 3.7500, -4.3187], [-4.7037, 2.2468, -3.4448], [-5.4598, 3.5185, -2.5524], [-2.8311, 3.7540, -3.6010], [-4.7425, 4.3386, 0.7190], [-6.1141, 4.5379, 0.6530], [-4.5176, 3.5759, 1.4645], [-4.4239, 3.8990, -0.2262], [-4.2550, 5.2934, 0.9157], [-6.4228, 3.7686, 0.1687], [-4.6791, -1.2162, -0.3250], [-4.5553, -0.2303, 0.6356], [-3.7850, -1.4761, -0.8918], [-4.8721, -2.1054, 0.2752], [-5.5447, -1.1807, -0.9865], [-3.9812, 0.4561, 0.2880], [3.8540, -3.9471, 0.3891], [3.6211, -4.1962, -1.0041], [3.4202, -2.9906, 0.6808], [3.4734, -4.7238, 1.0524], [4.9322, -3.9472, 0.5488], [3.8577, -3.3772, -1.4454], [0.1633, -4.6677, -0.6564], [-0.7559, -3.6061, -0.6397], [1.1029, -4.3753, -0.1878], [-0.0694, -5.5220, -0.0206], [0.4762, -5.0488, -1.6285], [-1.6127, -4.0174, -0.7750], [2.0914, 2.4997, -2.7156], [2.9218, 2.0554, -3.8101], [2.6928, 3.0604, -2.0000], [1.2711, 3.1260, -3.0665], [1.6460, 1.6487, -2.2003], [3.6119, 2.7217, -3.8485], [-3.4801, 2.3131, 4.1962], [-2.5169, 2.8039, 5.0642], [-3.0504, 2.0826, 3.2213], [-3.8874, 1.3410, 4.4742], [-4.2898, 2.9932, 3.9319], [-1.9556, 2.0490, 5.2556]], "forces_ev_per_a": [[0.4, 0.0, -1.1], [1.6, -0.5, 0.3], [1.3, 0.3, -1.2], [0.6, 0.4, -0.7], [-1.4, 0.8, -1.0], [-0.5, -0.6, 1.6], [-0.1, -0.4, 0.4], [-0.1, 0.1, 0.1], [0.2, 0.3, 0.0], [-0.3, -0.4, 0.2], [-0.7, 0.2, 0.6], [-0.1, 0.3, 0.0], [-0.5, 0.0, -0.3], [-0.2, 0.0, 0.1], [0.6, 0.0, 0.7], [-0.2, -0.3, 0.2], [0.1, 0.5, -0.3], [1.0, -0.3, 1.2], [-2.0, -1.1, 0.7], [2.0, 0.0, -0.9], [-1.0, 1.9, -0.4], [0.2, -0.4, -0.1], [0.2, -0.4, 0.1], [-0.3, 0.1, 0.1], [0.1, 0.1, -0.4], [-0.5, -0.1, -0.8], [-0.3, 0.6, 0.5], [0.2, -0.7, 0.0], [0.1, 0.0, 0.0], [0.0, 0.2, -0.6], [0.4, 0.0, 0.0], [-0.3, -0.4, 0.0], [0.0, 0.2, 0.4], [0.1, 0.0, 0.2], [0.0, 1.4, 0.2], [0.4, 0.3, 0.2], [-0.8, -0.4, -1.6], [-0.6, 0.1, 1.2], [-1.4, 1.1, -1.4], [2.4, -1.8, 1.0], [-0.3, 0.3, 0.2], [0.5, -0.6, -0.4], [-0.6, -0.8, -0.1], [0.1, 0.6, 0.1], [0.1, -0.2, -0.5], [0.1, 0.6, 0.1], [0.3, 0.3, 0.1], [0.1, -0.4, 0.2], [-0.7, 0.1, 0.5], [-0.1, 0.0, -0.8], [0.4, 0.1, 0.5], [0.3, -0.6, 0.1], [0.2, 0.3, 0.4], [-0.3, 0.2, 0.2], [0.0, -0.2, -0.2], [-0.1, 0.4, -0.3], [-0.1, -0.1, -0.1], [0.7, -0.6, -0.2], [-1.3, 0.1, -0.2], [0.4, 0.2, 0.4], [0.6, 0.4, -0.2], [0.1, -0.2, 0.0], [-0.6, 0.1, 0.1], [-0.4, -2.0, 0.6], [-0.7, 0.8, 0.1], [0.3, 0.5, -0.2], [-0.1, -0.5, -0.1], [-0.1, 0.7, -0.3], [0.3, 0.0, 0.1], [0.6, 0.0, -0.6], [-0.5, -1.2, 1.2], [0.0, 0.1, 0.2], [-0.4, -0.1, -0.4], [0.1, 0.3, 0.3], [0.0, 0.4, -0.1], [1.8, -0.8, 0.7], [-0.3, -0.5, -0.1], [0.0, 0.7, -0.2], [-0.9, -0.1, -0.1], [-0.5, 0.2, -0.3], [-0.3, 0.3, 0.0], [0.1, -0.2, -0.2], [-0.4, 0.2, 0.8], [-0.1, 0.0, 0.1], [0.0, 0.1, -0.1], [0.2, -0.1, -0.1], [0.2, -0.1, -0.4], [-0.3, -0.8, -1.5], [-0.5, 0.7, 0.2], [0.4, 0.0, -0.5], [-0.4, 0.0, 0.6], [0.0, 0.3, 0.7], [0.8, -0.2, 0.5]], "mulliken_charge": [-0.102, -0.171, -0.847, 0.824, -1.635, -0.465, 0.149, -0.078, 0.105, 0.145, 0.293, 0.464, 0.430, 0.262, 0.302, 0.245, -0.068, -0.515, -0.481, -0.125, 0.589, -1.589, -0.695, 0.273, 0.163, 0.264, -0.170, 0.369, 0.277, 0.397, 0.398, 0.337, 0.198, 0.207, -0.897, -0.203, -0.755, 0.214, -1.332, -0.819, 0.261, 0.377, 0.374, 0.290, 0.460, 0.406, 0.194, 0.490, 0.356, 0.300, 0.316, -0.521, -0.492, 0.317, 0.265, 0.139, 0.278, 0.111, -0.524, 0.076, -0.260, 0.332, 0.303, -0.634, -0.512, 0.178, 0.266, 0.284, 0.436, -0.834, -0.619, 0.225, 0.266, 0.333, 0.688, -0.339, -0.421, -0.119, 0.361, 0.256, 0.300, -0.320, -0.505, 0.370, 0.299, -0.167, 0.300, -0.143, -0.534, -0.275, 0.280, 0.323, 0.450], "e_lumo_ev": 0.3, "gap_ev": 9.5, "smiles": "COC[C@H](C)N.COC[C@H](C)N.COC[C@H](C)N.CO.CO.CO.CO.CO.CO.CO", "charge": 0, "homo_ev": -9.14}

Electronic energy? In order: -381.763987, -1676.905893 Ha.
Relative energy (zero: lowest compared OMol25 entry of this formula, charge and spin)? In order: 1.497, 3.262 eV.